DFT (ωB97M-V/def2-TZVPD) results for a 11-piece molecular cluster, C25H72O19 overall in a non-equilibrium geometry.

Its structure (SMILES) is CC(C)O.CC(C)O.CC(C)O.OCCO.OCCO.OCCO.OCCO.OCCO.OCCO.OCCO.OCCO. The value obtained for the energy above the lowest of the compared OMol25 structures with the same formula, charge and spin is 114.9 kJ/mol. The HOMO energy is -9.63 eV. The value obtained for the gap between HOMO and LUMO is 10.05 eV. The value obtained for the strongest force on any atom is 2.92 eV/A. The calculation puts the LUMO energy at 0.41 eV.

```
! RIJCOSX wB97M-V def2-TZVPD def2/J DEFGRID3
* xyz 0 1
H -2.50 3.88 -4.47
C 1.34 -0.77 3.82
H 1.78 4.53 0.85
H -1.95 2.42 -5.22
H -1.63 0.36 -0.36
O 4.04 0.14 -2.82
H 5.45 0.80 1.09
H -3.63 3.43 -2.24
C -2.22 -4.70 2.22
O 0.07 -0.42 -4.79
H 3.70 -0.46 -2.14
C -2.73 3.19 2.11
C 1.07 -2.33 -5.94
H 1.07 0.53 6.08
C -0.61 -2.72 -4.07
H 1.29 -1.82 -3.99
H 1.39 -4.09 -1.29
H -0.88 -0.38 -4.99
H -3.74 3.34 2.49
O 3.56 0.88 1.77
C -3.74 -4.71 1.94
H 0.53 1.29 -0.81
H -0.84 -0.92 -1.16
C 4.41 -1.16 0.82
H 2.24 2.91 0.78
H -0.68 0.27 5.71
C 3.07 1.19 -4.73
H -1.16 -0.65 1.68
H 5.30 -2.81 1.44
H 4.22 -1.02 -0.24
H 3.54 -1.67 1.23
O -1.73 -3.39 2.22
O 1.34 -2.97 1.05
C 0.42 -1.78 -4.66
H -5.75 0.67 2.14
H -0.96 1.19 2.92
O -4.45 -4.18 3.06
C 3.91 4.25 0.65
H 0.48 -4.76 1.65
O 1.60 -0.50 -0.69
H 5.15 -0.20 2.54
H 2.05 -4.88 0.98
O -1.84 3.05 3.22
H 4.74 1.99 -4.24
C -2.57 2.03 -3.21
O 4.04 2.24 -4.88
O -0.57 0.34 3.20
O 5.52 -2.09 0.85
H 1.75 -0.88 2.81
H 2.14 1.55 -5.18
C 1.09 -4.35 0.85
O -3.19 2.60 -2.06
O -3.97 2.52 -5.08
H 3.71 3.52 2.71
H 0.77 -5.65 -0.75
H -2.24 3.37 4.03
H -2.58 2.37 1.41
H -4.11 -5.73 1.80
H -4.13 -2.27 3.10
H -1.54 -3.11 1.31
H 5.14 3.54 -0.60
H -4.24 -4.70 3.84
H 0.89 0.67 0.80
H -0.64 -3.19 -0.93
H -4.12 3.02 -5.89
H 0.04 1.87 5.50
C -5.54 -1.41 2.05
H -1.52 1.82 -2.98
H -1.69 -5.41 1.57
H -0.15 -3.66 -3.78
H -4.02 0.54 0.88
H 3.62 5.25 2.57
H -6.77 -0.01 0.98
H 2.03 -1.82 -6.11
H -2.92 4.45 0.37
C 0.23 0.80 5.44
C 2.48 3.87 0.33
O -2.89 5.63 1.95
O 4.82 3.19 0.24
H 5.21 4.39 2.36
H 4.27 5.17 0.17
H 1.78 -1.12 0.04
C -5.75 -0.10 1.36
C 4.74 0.12 1.57
C 0.64 0.58 3.98
C -2.37 4.43 1.32
H -2.17 -5.16 3.21
C -2.69 2.80 -4.51
C 2.88 0.84 -3.27
C 0.61 0.38 -0.21
H 3.40 0.33 -5.33
H -5.39 -2.26 1.39
H -1.33 4.71 1.16
H 0.49 -2.16 -6.85
C 4.14 4.37 2.18
H 1.94 0.29 -3.15
O -0.66 -4.14 -0.76
H -6.44 -1.46 2.68
H 2.23 -0.87 4.45
O -4.36 -1.36 2.85
H 3.46 1.40 0.97
O -0.90 -1.14 0.87
H 1.27 1.34 3.53
H -1.14 -2.31 -3.21
H -4.06 -4.21 1.02
H 1.34 -3.38 -5.88
H 0.68 -1.61 4.03
H -3.08 1.06 -3.25
C 0.69 -4.57 -0.61
H 2.37 3.82 -0.76
H 2.74 1.72 -2.62
H -3.77 5.86 1.65
C -0.75 -0.30 -0.27
H -1.36 -3.05 -4.80
H 0.62 -2.56 1.56
O -4.78 0.24 0.37
*
```